This record from the Open Molecules 2025 dataset describes C19H32ClN3Re as an isolated structure in a non-equilibrium geometry. The level of theory is ωB97M-V with the def2-TZVPD basis set.

Its spin multiplicity is 4. The molecular weight comes out at 524.1 g/mol. The net charge is +2. The value obtained for the total energy is -1445.20222 a.u. As for the expectation value of S²: 3.79.

Each line ends with the Löwdin charge.
CARTESIAN COORDINATES (ANGSTROEM)
C 0.23538 0.93577 -5.28714  -1.06
C 1.58878 1.40326 -5.79330  -0.11
C 0.00641 -0.40345 -5.97109  -0.12
C -0.86314 1.83037 -5.83823  -0.11
Cl 0.17957 0.84768 -3.58170  0.70
H 0.05522 -0.21217 -7.04940  0.10
H -0.97374 -0.82391 -5.77116  0.08
H 0.77692 -1.13259 -5.74730  0.08
H 1.50301 1.47989 -6.88657  0.10
H 2.37368 0.66724 -5.59120  0.09
H 1.84485 2.39350 -5.41507  0.09
H -0.72113 1.85747 -6.92844  0.10
H -0.78154 2.85341 -5.47037  0.09
H -1.86015 1.41279 -5.66105  0.09
C 1.60761 -1.06564 1.69562  -0.20
C 1.07227 -2.23667 1.05204  -0.18
C 1.18284 -2.04845 -0.38863  -0.15
H 0.66984 -3.09904 1.55665  0.14
C 1.75562 -0.75570 -0.62991  -0.18
C 1.99925 -0.12881 0.64443  -0.22
H 2.45100 0.83274 0.77720  0.09
H 1.65497 -0.88476 2.76135  0.10
H 0.98151 -2.77654 -1.16270  0.14
H 2.07386 -0.37512 -1.59386  0.11
C -2.00610 0.69418 1.09303  -0.15
C -2.07000 -0.66236 1.61220  -0.18
C -2.12040 -1.55583 0.46953  -0.16
H -2.15959 -0.94219 2.66319  0.11
C -2.07547 -0.75507 -0.74578  -0.13
C -1.97591 0.62738 -0.35175  -0.14
H -1.95124 1.45937 -1.03369  0.11
H -2.02396 1.57550 1.70540  0.08
H -2.31664 -2.62474 0.53918  0.13
H -2.18153 -1.11670 -1.76842  0.13
Re -0.04287 -0.56276 0.49754  1.47
C -1.31052 3.02950 3.97097  -0.02
N -0.24291 2.06360 4.17374  -0.15
C -0.61709 0.78619 4.76340  -0.04
C 0.92924 2.18884 3.43584  -0.36
N 1.03330 2.67278 2.24144  0.27
N 2.10343 1.73586 3.99113  -0.05
C 2.34055 1.48265 5.40637  0.02
C 3.26019 1.93463 3.14577  -0.02
H -1.58988 3.47464 4.93836  0.12
H -2.20204 2.58119 3.50534  0.09
H -0.92767 3.80639 3.29694  0.10
H 0.12774 0.00296 4.54381  0.09
H -0.71649 0.90282 5.85407  0.11
H -1.58588 0.43670 4.36845  0.09
H 0.17912 2.98421 1.77921  0.10
H 2.75476 0.46715 5.53260  0.13
H 3.07169 2.20063 5.82433  0.13
H 1.40822 1.56499 5.99071  0.10
H 3.79717 0.99273 3.01922  0.11
H 2.85575 2.27538 2.18872  0.06
H 3.92334 2.71512 3.53068  0.13

This record from the Open Molecules 2025 dataset describes C13H29MnNOP2 as an isolated structure in a non-equilibrium geometry. The level of theory is ωB97M-V with the def2-TZVPD basis set.

Its spin multiplicity is 6. The molecular weight comes out at 332.3 g/mol. The net charge is 0. The value obtained for the total energy is -2476.13990 a.u. As for the expectation value of S²: 8.96.

Each line ends with the Löwdin charge.
CARTESIAN COORDINATES (ANGSTROEM)
Mn 1.80917 0.96937 -2.15222  0.26
H -0.70708 0.70958 2.16113  0.08
H -0.09313 0.50613 1.83565  0.05
P 1.89792 2.43600 0.02325  0.75
P 1.18017 -1.44523 -1.31624  0.78
C -0.28089 -1.68393 -2.37041  -0.22
H -0.27681 -2.65976 -2.86891  0.07
H -1.20205 -1.66831 -1.77370  0.04
H -0.42325 -0.95922 -3.17071  0.04
C 2.54485 -2.13683 -2.26694  -0.27
H 3.45245 -2.12243 -1.66168  0.05
H 2.34391 -3.17990 -2.53186  0.06
H 2.74344 -1.60092 -3.20122  0.02
C 0.80928 -2.59310 0.01099  -0.21
H -0.19070 -2.35528 0.39726  0.03
H 0.85413 -3.62287 -0.36934  0.07
H 1.56252 -2.45261 0.79236  0.06
C 3.59953 2.81470 -0.51760  -0.32
H 3.99163 3.73304 -0.07667  0.04
H 4.28816 2.00998 -0.24047  0.04
H 3.66196 2.93208 -1.60509  0.01
C 1.04612 4.03737 -0.11290  -0.26
H 0.11597 3.99388 0.46583  0.06
H 1.66346 4.86009 0.26433  0.05
H 0.78211 4.24512 -1.15420  0.04
C 2.06298 2.25239 1.83300  -0.28
H 2.69471 1.38854 2.08456  0.05
H 2.50149 3.14203 2.30000  0.05
H 1.07230 2.10169 2.28151  0.00
C -0.09342 1.42419 -1.88512  -0.29
O -1.16626 1.87916 -1.93293  0.06
H 1.62739 -0.20150 -0.54167  0.00
C -3.74778 -0.43173 -1.22550  -0.09
C -3.37337 -0.93302 0.12709  -0.43
C -4.29636 -1.46856 1.07581  -0.13
C -3.58748 -1.70807 2.25288  -0.12
C -2.23526 -1.32196 1.96782  -0.45
C -1.17469 -1.32157 3.04242  -0.16
N -2.12102 -0.91906 0.67085  0.01
H -2.87266 -0.04172 -1.74187  0.02
H -4.46944 0.38132 -1.11234  0.07
H -4.21920 -1.22667 -1.81161  0.06
H -5.36710 -1.64326 0.85237  0.08
H -3.86937 -2.08223 3.24050  0.08
H -1.35809 -0.48283 3.73251  0.06
H -1.02075 -2.29170 3.55223  0.07
H -0.15948 -1.26237 2.67682  0.00

This record from the Open Molecules 2025 dataset describes one molecule with the formula C4H3N3S in a non-equilibrium geometry. The level of theory is ωB97M-V with the def2-TZVPD basis set.

Its SMILES is S=c1ncccnn1. The molecular weight comes out at 125.2 g/mol. The net charge is 0. The value obtained for the total energy is -716.50022 a.u.

Each line ends with the Löwdin charge.
CARTESIAN COORDINATES (ANGSTROEM)
C -0.49991 -1.26643 -0.52994  -0.89
C -0.25638 -0.25997 1.39821  -0.17
C 0.39686 0.83670 0.61791  -0.11
C 0.27943 1.17165 -0.67522  -0.13
H 0.03004 -0.42377 2.64096  0.19
H 1.44535 1.21922 1.15252  0.15
H 1.15168 1.86391 -0.98621  0.14
N -0.85737 -1.16569 0.78361  0.06
N -0.83371 0.79418 -1.56203  0.00
N -1.26252 -0.36256 -1.60604  0.05
S 0.40653 -2.40724 -1.23377  0.72

This record from the Open Molecules 2025 dataset describes C9H9N3OS2 as an isolated structure in a non-equilibrium geometry. The level of theory is ωB97M-V with the def2-TZVPD basis set.

The molecular weight comes out at 239.3 g/mol. The net charge is 0. The value obtained for the total energy is -1384.14514 a.u.

Each line ends with the Löwdin charge.
CARTESIAN COORDINATES (ANGSTROEM)
C -2.54730 0.23410 -0.49714  0.01
C -1.90827 -1.16193 -0.17462  -0.46
O -2.52292 -2.15047 -0.53129  0.08
N -0.64331 -1.37790 0.51823  -0.11
C -0.82287 -1.68392 1.96498  -0.06
C 0.27811 -0.28224 0.27316  -0.23
C 0.47134 0.86229 1.28390  0.00
C 1.38190 1.92623 0.92027  -0.01
C 2.08006 1.90634 -0.39871  -0.29
N 2.96178 2.82778 -0.95298  -0.27
S 3.44636 2.30012 -2.46003  0.96
N 2.62177 0.84630 -2.61036  -0.24
C 1.93948 0.78998 -1.42017  -0.37
C 0.98039 -0.32287 -1.02103  -0.42
S 0.74041 -1.65487 -2.25089  0.75
H -3.35294 0.43999 0.25694  0.09
H -3.06245 0.14104 -1.49870  0.10
H -1.81930 1.08046 -0.58987  0.07
H -1.80059 -1.24403 2.31867  0.10
H -0.93522 -2.80998 2.04110  0.10
H 0.05371 -1.41861 2.60642  0.09
H -0.09294 0.84160 2.25426  0.11
H 1.53004 2.77425 1.62764  0.11
H 1.02276 -2.86364 -1.65977  -0.11

This record from the Open Molecules 2025 dataset describes a 3-piece molecular cluster, C20H45BI2N2O4 overall in a non-equilibrium geometry. The level of theory is ωB97M-V with the def2-TZVPD basis set.

Its SMILES is CCCCCB/C(I)=C(/C)I.COCCNCCOC.COCCNCCOC. The molecular weight comes out at 642.2 g/mol. The net charge is 0. The value obtained for the total energy is -1819.44360 a.u.

Each line ends with the Löwdin charge.
CARTESIAN COORDINATES (ANGSTROEM)
C 3.57231 -4.06042 1.48260  -0.14
C 4.75121 -3.51470 0.47441  -0.26
C 5.20608 -1.95916 0.77205  -0.22
C 4.08750 -0.84339 0.31045  -0.23
C 2.86990 -0.61031 1.38355  -0.20
B 1.44991 -0.59186 0.49921  -0.27
C 0.24676 -1.71689 0.81827  -0.62
I -0.91190 -1.67714 2.72550  0.80
C -0.03749 -2.80169 -0.20494  -0.67
C -1.19163 -3.96491 0.13104  -0.19
I 1.12714 -2.82870 -2.10878  0.81
H 2.60886 -3.39249 1.51710  0.05
H 4.02340 -4.29186 2.56242  0.09
H 3.21778 -5.11334 1.04673  0.08
H 5.70923 -4.19463 0.64705  0.11
H 4.40798 -3.70342 -0.62883  0.09
H 6.17971 -1.75881 0.11336  0.11
H 5.53744 -1.78714 1.90568  0.13
H 3.66625 -1.02892 -0.78966  0.09
H 4.66513 0.19836 0.23401  0.12
H 2.95642 0.47548 1.86143  0.12
H 2.84501 -1.36170 2.28031  0.09
H 1.30966 0.18260 -0.37332  0.05
H -1.32183 -4.74299 -0.73331  0.07
H -2.18441 -3.48512 0.52206  0.06
H -0.73886 -4.57012 1.05615  0.08
C 4.30675 4.35586 -4.34614  -0.11
O 3.29239 3.71388 -3.58455  -0.20
C 2.07213 3.52737 -4.31360  -0.20
C 1.84960 2.03871 -4.62967  -0.20
N 2.80357 1.55835 -5.63228  -0.06
C 2.83937 0.09728 -5.76610  -0.19
C 3.25521 -0.72461 -4.52792  -0.24
O 4.62309 -0.55932 -4.14874  -0.18
C 4.87957 0.58694 -3.35015  -0.10
H 5.12086 4.62541 -3.66759  0.09
H 4.70960 3.68164 -5.10472  0.07
H 3.93162 5.26906 -4.81835  0.09
H 2.02819 4.14555 -5.21695  0.12
H 1.26439 3.86112 -3.65000  0.12
H 0.82885 1.89968 -5.00769  0.12
H 1.94521 1.48643 -3.69158  0.10
H 3.74190 1.87121 -5.37493  0.07
H 3.55193 -0.12270 -6.56890  0.12
H 1.85845 -0.24890 -6.11455  0.12
H 3.15107 -1.78258 -4.79666  0.11
H 2.59019 -0.56985 -3.67166  0.05
H 4.04319 0.83457 -2.69010  0.08
H 5.13031 1.43554 -3.98906  0.07
H 5.75678 0.38297 -2.73040  0.09
C -5.77700 1.25424 0.95874  -0.11
O -5.61683 0.08938 1.75782  -0.20
C -4.38515 0.07319 2.49133  -0.23
C -4.64543 0.26163 3.99542  -0.21
N -5.08388 1.62728 4.29343  -0.06
C -5.62331 1.79570 5.64789  -0.20
C -6.87870 0.98102 6.02446  -0.22
O -8.06166 1.37288 5.32500  -0.18
C -8.19987 0.80022 4.03256  -0.10
H -6.63570 1.09804 0.29988  0.09
H -5.98388 2.12760 1.58062  0.07
H -4.89310 1.43652 0.33975  0.09
H -3.66338 0.80337 2.10925  0.12
H -3.95179 -0.92370 2.34096  0.07
H -3.72222 0.05046 4.54970  0.11
H -5.39835 -0.47258 4.29246  0.10
H -5.81519 1.89354 3.63096  0.07
H -5.86949 2.85821 5.75317  0.12
H -4.82738 1.58538 6.37296  0.12
H -7.08397 1.18084 7.08291  0.12
H -6.72145 -0.10039 5.95244  0.11
H -7.77656 -0.20658 3.97191  0.09
H -7.74567 1.45459 3.28644  0.07
H -9.26582 0.73878 3.79765  0.09

This record from the Open Molecules 2025 dataset describes a 2-piece molecular cluster, C5H12NS overall in a non-equilibrium geometry. The level of theory is ωB97M-V with the def2-TZVPD basis set.

Its spin multiplicity is 2. The molecular weight comes out at 118.2 g/mol. The net charge is +2. The value obtained for the total energy is -649.90976 a.u. As for the expectation value of S²: 0.75.

Each line ends with the Löwdin charge.
CARTESIAN COORDINATES (ANGSTROEM)
C 1.00797 2.59288 1.82421  -0.29
S 0.41380 0.94389 2.30151  1.11
C -1.34570 1.09374 1.77629  -0.28
H 0.47492 3.39465 2.38961  0.10
H 0.91859 2.76264 0.75256  0.07
H 2.07544 2.62059 2.11482  0.07
H -1.82127 0.11138 1.83005  0.06
H -1.86923 1.77948 2.46405  0.09
H -1.41727 1.44315 0.73560  0.07
C 0.05497 -0.90347 -1.64162  -0.11
C 0.72649 -0.28236 -0.66779  0.06
C -0.36175 -3.08531 -2.55918  0.23
N 0.16729 -2.29900 -1.67612  0.01
H -0.64856 -0.54664 -2.45651  0.17
H 1.38076 -0.85438 0.00140  0.09
H 0.60677 0.75339 -0.45302  0.04
H -0.18557 -4.15691 -2.41391  0.14
H -0.93373 -2.64104 -3.40355  0.15
H 0.75609 -2.72666 -0.91841  0.20